A structure of composition C16H35AsF9N5O8STl. Source: the OMol25 dataset; level of theory: ωB97M-V with the def2-TZVPD basis set.

Results
Gap between HOMO and LUMO in eV: 2.725
Charge: +1
Lowest unoccupied orbital energy in hartree: -0.338
DFT total energy in hartree: -5211.340663
HOMO in hartree: -0.4382
Energy relative to the best compared isomer or geometry (same formula, charge and spin) in kJ/mol: 224.18
Spin multiplicity: 1

Last column: Mulliken charge in e.
Atoms and positions in Å:
Tl1 5.8103 14.9519 -22.4552  1.5647
As1 5.8791 17.1673 -26.5808  1.9652
F1 5.0873 18.4334 -25.6807  -0.4949
F2 5.8192 16.1942 -25.1403  -0.4323
F3 6.7897 15.9073 -27.4019  -0.5188
F4 5.8984 18.1415 -28.0748  -0.5030
F5 7.3737 17.9114 -26.1123  -0.4637
F6 4.4011 16.3754 -27.1562  -0.5978
C1 2.3597 17.5542 -18.9384  0.5757
F7 2.1429 17.9333 -17.7009  -0.1808
F8 1.2619 17.0531 -19.4547  -0.1946
F9 2.7900 18.5872 -19.6367  -0.1858
S1 3.8038 16.2932 -18.9278  1.1048
O1 3.2368 15.1497 -18.1938  -0.5627
O2 4.1529 16.0047 -20.3203  -0.4048
O3 4.8881 16.9441 -18.2150  -0.5374
C2 10.5706 13.4254 -21.1220  -1.5427
C3 9.5372 13.3460 -22.2315  0.7031
O4 8.4188 13.8287 -22.0424  -0.3440
N1 9.7525 12.6316 -23.3530  0.0368
C4 10.9870 12.0691 -23.8626  -1.0278
H1 11.4929 13.7948 -21.5804  0.4401
H2 10.7678 12.4825 -20.6179  0.3042
H3 10.2664 14.1881 -20.4111  0.3874
H4 9.0253 12.7833 -24.0390  0.1706
H5 11.8340 12.0903 -23.1781  0.3737
H6 11.4500 12.6657 -24.6602  0.3079
H7 10.8209 11.0991 -24.3252  0.3420
C5 3.0618 11.7470 -25.1008  -0.7697
C6 3.5043 13.1857 -25.3082  0.5836
O5 4.1136 13.8324 -24.4323  -0.5389
N2 3.3585 13.7783 -26.4860  0.0659
C7 2.5134 13.4223 -27.6104  -0.9965
H8 2.8530 11.2688 -26.0536  0.4475
H9 2.2215 11.7795 -24.4124  0.2044
H10 3.9596 11.2599 -24.7227  0.0737
H11 3.8103 14.6914 -26.5398  0.0921
H12 3.0007 13.6187 -28.5625  0.3132
H13 1.6634 14.1170 -27.6177  0.3556
H14 1.9596 12.4880 -27.5768  0.3811
C8 5.0131 19.9329 -21.5256  -1.1229
C9 5.8040 19.0124 -22.4153  0.5547
O6 5.8388 17.7993 -22.1801  -0.3438
N3 6.3287 19.4348 -23.5808  0.2159
C10 6.2434 20.7649 -24.1621  -0.9703
H15 3.9893 19.5720 -21.5798  0.2195
H16 5.0960 20.9975 -21.7118  0.4631
H17 5.3732 19.7211 -20.5177  0.3010
H18 6.6905 18.7765 -24.2658  0.0197
H19 5.8077 21.5504 -23.5586  0.3724
H20 5.9302 20.7699 -25.2084  0.3134
H21 7.2798 21.0904 -24.3389  0.3786
C11 9.7028 17.7020 -22.4712  -1.2031
C12 9.2083 16.8225 -23.5696  0.7136
O7 8.0626 16.3510 -23.5147  -0.3555
N4 10.0143 16.6694 -24.6067  -0.1359
C13 9.7215 15.7194 -25.6698  -0.5144
H22 8.9386 18.4293 -22.2032  0.1123
H23 10.5622 18.2883 -22.8005  0.4664
H24 10.0136 17.1134 -21.6083  0.2407
H25 10.9922 16.8567 -24.4520  0.2732
H26 10.3389 16.0158 -26.5192  0.4103
H27 8.7228 15.8990 -26.0642  0.0674
H28 9.8833 14.6748 -25.4111  0.0199
C14 3.9330 10.6450 -21.5472  -0.8727
C15 5.3916 11.0013 -21.8441  0.5318
O8 5.6674 12.1389 -22.2153  -0.5522
N5 6.3068 10.0396 -21.6491  -0.1293
C16 7.7466 10.1074 -21.6999  -0.6639
H29 3.2283 10.8473 -22.3517  0.1048
H30 3.5946 11.2245 -20.6894  0.2725
H31 3.7637 9.5857 -21.3432  0.3745
H32 5.9769 9.0920 -21.7482  0.2682
H33 8.0808 11.0119 -22.1996  0.0193
H34 8.1031 9.1876 -22.1652  0.3578
H35 8.2609 10.0711 -20.7345  0.2958

Atomic forces in eV per Å
0.1514 -0.0467 -0.5244
-0.0631 -0.0404 -2.8072
-0.4954 -0.3269 -0.4889
0.0098 -0.1086 0.1923
-0.2719 0.4029 0.5387
-0.2113 -0.7504 1.5324
0.3855 0.0781 0.5195
0.3628 0.6279 0.6264
1.2707 -0.8335 0.1056
-0.1252 -0.0102 0.3747
-0.0738 -0.0956 -0.2564
-0.1360 0.6604 -0.5421
-0.9712 -1.8041 1.8475
0.6476 1.2249 -1.0314
0.0987 0.4965 -0.5411
-0.3395 0.2486 -0.5277
0.4360 0.6920 -0.9467
-0.8381 -0.6967 0.8783
-0.2167 0.5432 0.1330
0.5981 0.2911 -0.3524
0.9971 0.5971 -0.7691
0.2062 -0.2372 0.2054
-0.1102 -0.0961 -0.1417
-0.2478 -0.1959 0.0640
-0.1016 -0.1752 0.0666
-0.5720 -0.5731 0.6532
-0.6217 0.2799 -0.2245
0.0228 -0.2215 0.4833
0.6614 0.9948 -0.5159
0.9580 -0.2359 0.0809
-0.3303 0.0950 0.6311
-0.2069 -0.2632 -0.6619
-1.3031 1.1540 -0.0137
-0.4511 -0.0095 0.1250
0.0387 -0.5078 0.0529
-0.2891 -0.1258 0.5216
-0.1081 0.0032 -0.0958
0.3377 -0.4397 0.0791
0.1312 0.2814 0.0072
0.8670 -0.4614 0.2211
0.6815 -0.4520 0.4541
-0.8529 0.0163 -1.6629
0.4560 -0.7242 1.0659
-0.2690 1.4659 -0.2519
1.6130 0.2954 -0.3145
-0.1159 0.1937 -0.0349
-0.0398 -0.0771 -0.1777
-0.1763 0.1080 0.0942
-0.0524 -0.6088 0.4019
-0.4371 -0.3653 0.0726
-0.8510 -0.4431 0.2669
0.1772 0.0225 0.3599
0.6872 0.6210 0.1178
-1.3724 0.3278 1.0179
0.3054 -0.3391 -0.4191
0.5310 -1.1961 -0.4974
-0.1643 0.9219 -1.0847
-0.1540 -0.2898 0.2033
0.0932 -0.0893 0.0306
-0.2576 0.0161 0.0773
-0.0729 0.3772 -0.0268
0.2869 -0.3591 0.1103
-0.1442 -0.3016 0.4433
-0.0043 0.0322 0.1643
-0.0210 -0.7159 -0.0944
-1.1223 0.4786 -0.1183
0.6458 0.5074 0.1094
-0.0814 -1.0203 0.1183
0.6529 0.0950 -0.0524
0.4426 0.4718 -0.2602
0.1641 0.0076 0.0739
0.3228 0.0237 0.3022
-0.3883 0.1268 0.4837
-0.0174 -0.1331 -0.2841
0.0448 0.3051 -0.5286
-0.6062 0.2852 0.3410

=====

A cluster of 8 separate species, C16H35Cl4N3O15 in total. Source: the OMol25 dataset; level of theory: ωB97M-V with the def2-TZVPD basis set.

Results
Gap between HOMO and LUMO in eV: 10.520
Charge: 0
Lowest unoccupied orbital energy in hartree: -0.003
Structure (SMILES): C[N+](=O)[O-].C[N+](=O)[O-].C[N+](=O)[O-].COC(=O)OC.COC(=O)OC.COC(=O)OC.ClCCCl.ClCCCl
DFT total energy in hartree: -3763.858266
HOMO in hartree: -0.3895
Energy relative to the best compared isomer or geometry (same formula, charge and spin) in kJ/mol: 360.87
Spin multiplicity: 1

Last column: Mulliken charge in e.
Atoms and positions in Å:
C1 -28.7847 -11.7945 15.3975  -0.6358
N1 -27.9738 -12.6073 16.3502  0.7712
O1 -28.5028 -13.6584 16.8031  -0.4919
O2 -26.8181 -12.2348 16.5718  -0.4840
H1 -29.7534 -12.2696 15.5523  0.3054
H2 -28.3860 -12.0889 14.4266  0.2686
H3 -28.8461 -10.7334 15.6390  0.2664
C2 -24.5312 -5.5892 1.5793  -0.6757
N2 -24.4360 -6.9131 0.8114  0.8139
O3 -24.4208 -6.9242 -0.3648  -0.4812
O4 -24.4083 -8.0001 1.4755  -0.5209
H4 -25.4824 -5.3930 2.0742  0.2670
H5 -24.2344 -4.8049 0.8829  0.3136
H6 -23.7195 -5.5734 2.3067  0.2831
C3 -29.8930 -11.2964 3.9105  -0.6356
N3 -31.0544 -10.3437 3.8059  0.7794
O5 -30.8644 -9.2089 3.3408  -0.4896
O6 -32.1534 -10.7725 4.1784  -0.4892
H7 -30.1540 -12.2429 4.3840  0.2940
H8 -29.1237 -10.7335 4.4391  0.2671
H9 -29.6384 -11.4575 2.8630  0.2740
C4 -18.8246 -2.6125 6.2671  -0.6231
O7 -19.4163 -1.7616 5.2730  -0.3077
C5 -19.6396 -0.4425 5.5643  0.7596
O8 -19.4018 0.0740 6.6708  -0.5650
O9 -19.9894 0.1923 4.4257  -0.2853
C6 -20.2286 1.6084 4.4703  -0.6836
H10 -19.6358 -2.8947 6.9382  0.2750
H11 -18.0086 -2.1066 6.7832  0.3054
H12 -18.3412 -3.4893 5.8362  0.2394
H13 -20.4263 2.1350 3.5367  0.2876
H14 -19.4831 2.0893 5.1037  0.3015
H15 -21.1639 1.9155 4.9381  0.2960
C7 -20.3744 -15.6567 0.4885  -0.6699
O10 -21.1085 -16.5732 -0.3922  -0.2930
C8 -20.5074 -17.2563 -1.3959  0.7622
O11 -19.3368 -17.0540 -1.7620  -0.5707
O12 -21.4856 -17.9674 -2.1245  -0.2959
C9 -21.1857 -18.7271 -3.2793  -0.6171
H16 -20.6738 -14.6888 0.0864  0.2821
H17 -19.2876 -15.5849 0.5326  0.3239
H18 -20.8019 -15.6290 1.4908  0.2718
H19 -21.1592 -19.8041 -3.1135  0.2597
H20 -20.3348 -18.3044 -3.8134  0.3194
H21 -22.0742 -18.6123 -3.9002  0.2276
C10 -27.4146 3.9998 14.4401  -0.6615
O13 -27.1053 2.8631 13.5935  -0.2773
C11 -25.7734 2.5263 13.2803  0.6943
O14 -24.7484 3.1266 13.6720  -0.5409
O15 -25.8272 1.3189 12.5359  -0.2664
C12 -24.6769 0.5980 12.2159  -0.6439
H22 -27.5005 4.9739 13.9587  0.2813
H23 -26.5732 4.0851 15.1277  0.2977
H24 -28.2718 3.9121 15.1076  0.2770
H25 -24.1899 0.0956 13.0517  0.2787
H26 -23.9187 1.2196 11.7397  0.3018
H27 -24.9175 -0.0800 11.3971  0.2593
Cl1 -22.4404 -11.5937 8.0523  -0.1920
C13 -22.7178 -9.8151 7.9480  -0.5026
C14 -23.1787 -9.1573 9.2542  -0.3630
Cl2 -23.9006 -7.4945 8.9681  -0.2067
H28 -23.4292 -9.6562 7.1376  0.3209
H29 -21.8710 -9.2879 7.5087  0.3398
H30 -22.4153 -9.1506 10.0322  0.3320
H31 -24.0339 -9.7584 9.5629  0.2716
Cl3 -13.1851 -13.1507 4.3102  -0.1925
C15 -12.3957 -12.3949 5.8195  -0.4579
C16 -13.3659 -11.8131 6.8280  -0.2862
Cl4 -14.8895 -11.4078 6.1812  -0.1501
H32 -11.8337 -11.5406 5.4420  0.2431
H33 -11.6274 -13.0773 6.1831  0.3399
H34 -12.9092 -10.9091 7.2308  0.2545
H35 -13.4857 -12.5533 7.6192  0.2492

Atomic forces in eV per Å
-0.9582 -1.3905 0.4661
0.9464 -1.2463 1.2849
1.3413 2.5438 -0.9926
-1.7033 -0.6643 -0.1248
-0.1780 0.4009 -0.5021
-0.0859 0.6074 -0.0448
0.6368 -0.2502 -0.0870
1.3735 0.0860 -0.3787
-0.6164 -2.8265 3.5811
0.1037 0.9740 -2.1494
-0.0212 2.9573 -0.6333
0.0023 -0.5440 -0.3885
-0.5864 -0.1430 -0.2333
-0.2579 -0.5072 0.2111
-0.0364 0.7441 -0.5571
-1.6220 0.5248 0.2202
0.0111 -2.0849 0.8134
1.4715 0.6868 -0.5286
-0.2975 0.4658 0.0543
0.0860 -0.2848 -0.1821
0.3943 -0.0474 0.1760
-0.0834 0.6301 0.5989
-0.2191 1.1037 -0.7511
1.8147 0.4200 2.1302
-1.0385 -1.1600 -2.9367
-0.4775 -0.2486 -0.0002
-0.5402 0.9528 1.5669
0.3837 -0.1604 0.2589
-0.3550 0.3021 0.2455
-0.6013 0.1286 -0.6406
1.1409 -1.0314 -0.7049
0.2998 0.0056 -0.4731
-0.3292 -0.9465 0.7062
-0.8253 1.5440 -0.9557
0.5646 -1.5169 0.1680
1.5692 1.4587 -2.2397
-2.9967 -1.2908 1.0494
1.1239 1.2630 2.8524
-0.3075 0.4511 -0.7341
0.1195 0.2153 -0.0402
-0.0515 -1.1837 -0.4530
-0.0610 -0.9335 -0.1538
0.6621 0.1097 0.5046
0.1591 -0.3752 0.1482
0.0441 0.2593 -0.1459
2.0240 0.2903 0.9107
1.1387 -0.5857 -0.9590
1.2407 0.3501 1.3209
-3.6448 -2.1923 -1.6437
-1.5100 2.8950 1.7934
1.6482 0.3469 -0.9355
0.0579 -0.3908 -0.7387
0.1261 0.2315 0.0339
-0.3120 -1.0268 -0.7038
-0.3998 -0.0607 0.1362
0.1107 0.4483 0.3036
-0.4782 -0.3054 0.4815
0.0308 0.8517 0.2747
0.0715 1.0871 -0.9551
-0.9759 -0.8028 -0.5858
0.8095 -0.8940 0.0758
-0.5675 -0.2808 0.4396
0.6201 -0.4671 0.4909
-0.1138 0.3329 -0.1948
0.1260 0.1729 0.4494
0.7917 0.2692 1.2909
0.4262 0.6788 -1.9807
1.2936 -1.2463 1.0080
-1.5624 0.6171 -0.4254
-0.0284 -0.1810 -0.4790
-0.5875 -0.2443 0.2743
-0.0428 -0.1476 0.1507
-0.2921 0.2551 0.1617

=====

A structure of composition C16H35ClInO4. Source: the OMol25 dataset; level of theory: ωB97M-V with the def2-TZVPD basis set.

Results
Gap between HOMO and LUMO in eV: 6.368
Charge: -1
Lowest unoccupied orbital energy in hartree: 0.092
DFT total energy in hartree: -1581.871768
HOMO in hartree: -0.1423
Spin multiplicity: 1

Last column: Mulliken charge in e.
Atoms and positions in Å:
C1 2.2221 1.3740 -0.5611  -1.1180
C2 1.8913 1.5456 -2.0435  -0.1081
C3 0.3921 1.5562 -2.3437  -1.3455
In1 -0.8054 -0.1982 -1.6448  0.7580
C4 -2.9347 0.1323 -2.1796  -0.8216
C5 -3.9004 -0.2264 -1.0489  -0.8553
C6 0.0937 -2.0298 -2.5580  -1.0239
C7 1.2993 -2.5002 -1.7574  -0.1961
C8 2.0277 -3.7190 -2.3102  -0.6698
Cl1 1.1165 -5.2616 -2.0296  -0.2702
H1 1.8378 2.2228 0.0140  0.2696
H2 3.3023 1.2983 -0.3835  0.2915
H3 1.7405 0.4808 -0.1584  0.3349
H4 2.3686 0.7311 -2.6048  0.2239
H5 2.3806 2.4706 -2.3905  0.2731
H6 0.2598 1.5973 -3.4335  0.3405
H7 -0.0570 2.4753 -1.9486  0.3485
H8 -0.6610 -0.4077 0.1241  -0.4121
H9 -3.0421 1.1938 -2.4360  0.2763
H10 -3.1993 -0.4258 -3.0855  0.2685
H11 -3.8203 -1.2785 -0.7620  0.1388
H12 -3.6823 0.3413 -0.1390  0.2338
H13 -4.9580 -0.0411 -1.2954  0.3532
H14 0.4031 -1.8099 -3.5893  0.2970
H15 -0.6510 -2.8313 -2.6105  0.3987
H16 1.0201 -2.7074 -0.7186  0.2725
H17 2.0593 -1.7071 -1.7032  0.0208
H18 2.1372 -3.6464 -3.3919  0.3189
H19 3.0055 -3.8811 -1.8554  0.3957
O1 1.6956 4.9832 -0.7858  -0.5377
C9 2.7527 5.0784 -0.2373  0.7277
O2 2.7952 5.6809 0.9832  -0.3702
C10 3.9840 5.7206 1.7712  -0.4105
C11 4.9093 6.8504 1.3652  -0.9296
C12 4.0304 4.5772 -0.8686  -0.6473
H20 4.4922 4.7553 1.7523  0.3373
H21 3.6237 5.8739 2.7878  0.3252
H22 5.2799 6.7175 0.3492  0.2752
H23 5.7675 6.8903 2.0384  0.3489
H24 4.3827 7.8034 1.4183  0.2861
H25 4.3858 5.3463 -1.5569  0.2923
H26 3.7688 3.6973 -1.4507  0.0121
H27 4.8296 4.3402 -0.1727  0.2773
O3 -2.8773 -3.3688 0.9558  -0.4701
C13 -3.5550 -3.9400 1.7530  0.7651
O4 -4.1460 -3.2190 2.7456  -0.3759
C14 -5.0338 -3.8033 3.6942  -0.4295
C15 -4.2968 -4.4721 4.8379  -0.9492
C16 -3.7339 -5.4431 1.7189  -1.0204
H28 -5.7286 -4.4906 3.2072  0.3532
H29 -5.6197 -2.9623 4.0633  0.3156
H30 -3.7017 -5.3165 4.4905  0.2666
H31 -5.0093 -4.8386 5.5793  0.3483
H32 -3.6301 -3.7573 5.3197  0.2986
H33 -2.8736 -5.8881 2.2216  0.2640
H34 -3.6987 -5.7460 0.6760  0.2966
H35 -4.6391 -5.8172 2.1885  0.3565

Atomic forces in eV per Å
-0.0498 0.0425 -0.0064
0.1063 -0.0652 0.0614
0.0375 -0.0114 -0.1185
-0.0121 0.0215 0.0987
0.0133 0.0520 -0.0136
-0.1398 -0.0212 0.0691
0.0219 -0.0212 -0.0133
0.0845 -0.1088 0.0406
-0.0149 0.0275 -0.0711
0.0013 0.0216 -0.0176
-0.0079 -0.0277 -0.0076
-0.0222 0.0146 -0.0130
0.0390 0.0034 -0.0010
-0.0212 -0.0051 0.0304
-0.0567 -0.0292 -0.0958
-0.0333 0.0639 0.0361
0.0282 -0.0181 0.0251
-0.0013 0.0087 0.0234
-0.0314 -0.0348 -0.0075
0.0342 -0.0061 0.0163
0.0458 0.0024 -0.0315
0.0319 0.0049 -0.0424
0.0365 0.0120 -0.0169
0.0008 -0.0178 0.0202
0.0066 0.0222 0.0152
-0.0056 0.0301 -0.0251
-0.0435 0.0053 -0.0427
0.0334 -0.0019 0.0326
-0.0540 0.0127 0.0294
-0.0219 0.1960 -0.0274
0.0191 -0.1355 0.0708
0.0184 -0.0184 -0.0242
-0.0030 0.0063 0.0090
-0.0157 -0.0025 0.0077
-0.0354 0.0177 -0.0302
-0.0168 0.0047 0.0038
0.0173 0.0046 0.0047
0.0069 0.0018 -0.0003
-0.0031 0.0038 0.0023
0.0037 0.0000 -0.0108
0.0051 0.0004 0.0057
0.0328 -0.0032 0.0110
-0.0124 -0.0202 -0.0037
-0.0174 0.0037 0.0054
-0.0126 -0.0152 0.0476
-0.0251 -0.0239 -0.0474
0.0120 0.0040 0.0171
-0.0036 0.0147 -0.0075
0.0431 0.0065 -0.0144
0.0028 0.0168 -0.0031
-0.0048 -0.0109 0.0147
-0.0019 -0.0054 0.0056
0.0017 0.0050 0.0026
0.0077 -0.0094 -0.0032
-0.0120 -0.0079 0.0043
-0.0045 -0.0112 0.0075
-0.0078 0.0010 -0.0222